1.
Entry from the OMol25 dataset: a structure of composition C23H24FeN3S6 in a non-equilibrium geometry (ωB97M-V/def2-TZVPD).

## Properties
HOMO energy (alpha / beta): -10.414 / -10.411 eV
Gap between HOMO and LUMO (alpha / beta): 8.10 / 8.01 eV
Lowest unoccupied orbital energy (alpha / beta): -0.0849 / -0.0884 Eh
Charge: +1
Spin multiplicity: 1

Last column: Mulliken charge in e.
Geometry (Å):
Fe (0.422, 0.365, 0.173)  0.035
C (0.816, 1.935, 3.030)  -0.820
C (0.555, 0.548, 3.588)  -0.761
S (0.809, -0.741, 2.332)  0.047
C (-0.682, -1.761, 2.448)  -0.800
C (-2.006, -1.054, 2.240)  -0.725
S (-2.083, -0.105, 0.688)  0.044
C (-2.774, 1.456, 1.274)  -0.812
C (-1.890, 2.261, 2.217)  -0.692
S (-0.189, 2.432, 1.609)  -0.027
H (1.835, 1.995, 2.643)  0.380
H (0.711, 2.684, 3.816)  0.550
H (-0.444, 0.438, 4.006)  0.357
H (1.268, 0.369, 4.393)  0.537
H (-0.672, -2.265, 3.414)  0.495
H (-0.524, -2.514, 1.675)  0.415
H (-2.238, -0.375, 3.059)  0.357
H (-2.794, -1.805, 2.200)  0.512
H (-3.734, 1.247, 1.748)  0.468
H (-2.973, 2.018, 0.361)  0.440
H (-1.845, 1.821, 3.211)  0.408
H (-2.295, 3.267, 2.318)  0.500
S (0.512, -1.713, -0.951)  -0.393
C (0.532, -0.575, -2.228)  0.404
N (0.366, 0.692, -1.938)  -0.095
C (0.519, 1.507, -3.053)  -0.517
C (0.444, 2.899, -3.080)  -0.282
C (0.664, 3.556, -4.275)  -0.752
C (0.930, 2.843, -5.447)  -0.622
C (0.989, 1.462, -5.438)  -0.588
C (0.793, 0.802, -4.229)  0.983
S (0.856, -0.908, -3.899)  -0.238
H (0.207, 3.446, -2.177)  0.396
H (0.628, 4.637, -4.308)  0.447
H (1.084, 3.380, -6.374)  0.499
H (1.180, 0.905, -6.345)  0.418
S (6.146, 2.362, -2.247)  -0.195
C (4.690, 1.885, -1.383)  0.812
C (3.598, 2.725, -1.173)  -0.675
C (2.503, 2.233, -0.504)  -0.532
N (2.422, 0.978, -0.035)  0.612
C (3.479, 0.182, -0.218)  -0.435
C (4.622, 0.589, -0.874)  -0.962
C (5.496, 3.657, -3.287)  0.003
C (4.972, 3.321, -4.527)  0.086
C (4.450, 4.340, -5.312)  -0.502
N (4.425, 5.616, -4.936)  -0.586
C (4.956, 5.924, -3.757)  -0.348
C (5.512, 4.987, -2.896)  -0.102
H (3.582, 3.733, -1.557)  0.393
H (1.637, 2.862, -0.352)  0.342
H (3.379, -0.832, 0.148)  0.387
H (5.436, -0.107, -1.019)  0.446
H (4.965, 2.294, -4.863)  0.436
H (4.032, 4.119, -6.287)  0.433
H (4.937, 6.973, -3.483)  0.382
H (5.952, 5.289, -1.956)  0.435

2.
Entry from the OMol25 dataset: the molecule C6H12O (ωB97M-V/def2-TZVPD).

## Properties
SMILES: C[C@@H]1C[C@@H]1[C@@H](C)O
HOMO energy: -9.872 eV
Gap between HOMO and LUMO: 10.98 eV
Lowest unoccupied orbital energy: 0.0407 Eh
Spin multiplicity: 1
Energy relative to the best compared isomer or geometry (same formula, charge and spin): 39.1 kcal/mol

Last column: Mulliken charge in e.
Geometry (Å):
C (-1.776, -1.012, 0.261)  -1.453
C (-1.350, 0.483, 0.190)  -0.002
C (-1.076, 0.945, -1.208)  -0.898
C (0.070, 0.827, -0.238)  -0.190
C (1.060, -0.317, -0.067)  0.395
C (2.483, 0.128, 0.195)  -1.534
O (0.741, -1.051, 1.122)  -0.599
H (-0.987, -1.743, 0.046)  0.386
H (-2.552, -1.184, -0.484)  0.449
H (-2.168, -1.327, 1.235)  0.338
H (-1.814, 1.195, 0.875)  0.393
H (-1.251, 0.191, -1.971)  0.260
H (-1.362, 1.952, -1.505)  0.284
H (0.480, 1.803, 0.036)  0.381
H (0.996, -0.994, -0.932)  0.296
H (2.947, 0.697, -0.611)  0.381
H (3.067, -0.771, 0.408)  0.352
H (2.467, 0.725, 1.113)  0.346
H (0.024, -0.548, 1.534)  0.416

3.
Entry from the OMol25 dataset: a structure of composition C49H42BaBrFGeN6O7S in a non-equilibrium geometry (ωB97M-V/def2-TZVPD).

## Properties
HOMO energy (alpha / beta): 0.012 / 0.460 eV
Gap between HOMO and LUMO (alpha / beta): 3.62 / 3.17 eV
Lowest unoccupied orbital energy (alpha / beta): 0.1335 / 0.1334 Eh
Charge: -2
Spin multiplicity: 1
Energy relative to the best compared isomer or geometry (same formula, charge and spin): 0.0 kcal/mol

Last column: Mulliken charge in e.
Geometry (Å):
Ba (0.387, -0.418, 0.334)  2.018
O (-1.097, -1.896, -3.725)  -0.606
C (-0.794, -1.166, -2.589)  0.208
O (-0.095, -1.733, -1.723)  -0.383
C (-1.326, 0.152, -2.530)  -0.037
C (-2.090, 0.745, -3.564)  -1.113
C (-2.567, 2.018, -3.376)  -0.638
C (-2.297, 2.715, -2.193)  -0.253
C (-1.494, 2.107, -1.223)  -0.669
N (-1.049, 0.870, -1.396)  0.302
C (-1.075, 2.207, 1.259)  0.059
O (-0.921, 2.950, 2.423)  -0.466
O (-1.161, 0.987, 1.472)  -0.814
H (-0.597, -2.712, -3.596)  0.366
H (-2.281, 0.194, -4.473)  0.430
H (-3.168, 2.489, -4.148)  0.374
H (-2.737, 3.688, -2.007)  0.790
H (-1.021, 3.890, 2.218)  0.270
C (8.203, -1.958, -0.166)  -1.454
C (7.272, -2.761, -1.075)  -0.261
C (7.663, -4.234, -1.165)  -1.081
C (7.496, -4.908, 0.187)  -1.343
C (6.137, -4.621, 0.752)  1.561
C (5.595, -5.507, 1.716)  -1.017
C (4.332, -5.238, 2.198)  0.240
F (3.815, -6.108, 3.133)  -0.425
C (3.566, -4.175, 1.805)  -1.548
C (4.088, -3.271, 0.834)  0.494
C (3.301, -2.173, 0.381)  1.484
O (2.113, -2.009, 0.780)  -1.071
C (3.922, -1.267, -0.588)  -0.186
C (5.163, -1.567, -1.035)  -0.391
N (5.897, -2.647, -0.624)  0.224
C (5.397, -3.531, 0.330)  -0.669
C (3.301, 0.024, -1.132)  -0.073
O (3.657, 0.438, -2.233)  -0.839
O (2.483, 0.600, -0.339)  -0.647
H (9.241, -2.051, -0.489)  0.388
H (8.124, -2.305, 0.861)  0.360
H (7.925, -0.906, -0.184)  0.369
H (7.304, -2.330, -2.084)  0.492
H (8.691, -4.318, -1.528)  0.458
H (7.010, -4.716, -1.896)  0.343
H (8.289, -4.574, 0.870)  0.339
H (7.631, -5.990, 0.083)  0.401
H (6.145, -6.371, 2.055)  0.442
H (2.587, -3.997, 2.219)  0.616
H (5.635, -0.932, -1.773)  0.506
Br (-4.962, -2.798, 2.545)  -0.244
C (-3.240, -3.229, 1.882)  -0.367
C (-2.821, -4.557, 1.821)  -0.044
C (-1.546, -4.825, 1.320)  -0.813
C (-0.757, -3.765, 0.918)  -0.548
N (-1.184, -2.505, 0.997)  0.212
C (-2.397, -2.224, 1.454)  -0.198
H (-3.471, -5.352, 2.159)  0.409
H (-1.173, -5.837, 1.252)  0.423
H (0.241, -3.901, 0.528)  0.544
H (-2.682, -1.182, 1.490)  0.570
C (-0.121, 2.465, 6.514)  -1.009
C (0.233, 0.997, 6.316)  -0.466
C (1.010, 0.777, 5.064)  0.357
N (0.586, 0.065, 4.089)  -0.884
N (1.395, 0.060, 3.017)  0.763
C (2.468, 0.764, 3.180)  -0.134
N (3.455, 0.862, 2.259)  -0.203
S (2.552, 1.521, 4.751)  -0.216
H (-0.753, 2.597, 7.393)  0.371
H (-0.651, 2.841, 5.640)  0.194
H (0.774, 3.075, 6.647)  0.332
H (-0.674, 0.399, 6.212)  0.252
H (0.783, 0.614, 7.182)  0.261
H (3.168, 0.661, 1.282)  0.189
H (4.049, 1.673, 2.344)  0.362
C (-1.158, 2.850, 0.025)  0.716
Ge (-0.524, 4.628, -0.204)  1.059
C (-1.741, 6.067, 0.505)  0.202
C (-2.657, 6.786, -0.257)  -0.089
C (-3.480, 7.747, 0.301)  -0.803
C (-3.417, 8.018, 1.661)  -0.375
C (-2.514, 7.318, 2.447)  -0.884
C (-1.692, 6.366, 1.870)  0.012
C (1.119, 4.994, 0.850)  -0.438
C (1.827, 4.005, 1.518)  0.691
C (2.972, 4.309, 2.238)  -0.319
C (3.444, 5.608, 2.280)  -0.801
C (2.763, 6.605, 1.597)  -0.797
C (1.610, 6.295, 0.898)  -0.286
C (0.079, 4.991, -2.050)  0.158
C (1.406, 4.670, -2.314)  -0.211
C (1.955, 4.823, -3.575)  -0.736
C (1.183, 5.322, -4.609)  -0.434
C (-0.144, 5.642, -4.371)  -0.805
C (-0.687, 5.466, -3.109)  0.036
H (-2.743, 6.603, -1.316)  0.152
H (-4.179, 8.284, -0.328)  0.395
H (-4.062, 8.768, 2.103)  0.345
H (-2.444, 7.518, 3.509)  0.384
H (-0.969, 5.865, 2.506)  0.282
H (1.485, 2.976, 1.473)  0.335
H (3.494, 3.526, 2.779)  -0.039
H (4.341, 5.844, 2.840)  0.355
H (3.130, 7.624, 1.612)  0.369
H (1.081, 7.085, 0.379)  0.387
H (2.028, 4.258, -1.527)  0.256
H (2.983, 4.532, -3.748)  0.405
H (1.604, 5.438, -5.601)  0.342
H (-0.769, 6.007, -5.178)  0.364
H (-1.736, 5.677, -2.976)  0.107

4.
Entry from the OMol25 dataset: a cluster of 6 separate species, C3H21N2O5 in total in a non-equilibrium geometry (ωB97M-V/def2-TZVPD).

## Properties
HOMO energy (alpha / beta): -2.274 / -9.273 eV
Gap between HOMO and LUMO (alpha / beta): 2.46 / 9.36 eV
Lowest unoccupied orbital energy (alpha / beta): 0.0069 / 0.0030 Eh
Spin multiplicity: 2
Energy relative to the best compared isomer or geometry (same formula, charge and spin): 0.0 kcal/mol

Last column: Mulliken charge in e.
Geometry (Å):
C (1.518, 1.726, -0.730)  -0.599
N (0.556, 1.796, -1.857)  -0.603
C (1.240, 0.345, 0.026)  -1.075
N (-0.161, 0.193, 0.422)  0.463
C (-0.341, -1.061, 1.257)  -2.252
H (2.578, 1.719, -0.925)  0.368
H (1.212, 2.562, -0.080)  0.178
H (0.301, 0.939, -2.292)  0.171
H (0.950, 2.446, -2.551)  0.275
H (1.633, -0.485, -0.568)  0.480
H (1.992, 0.179, 0.771)  0.531
H (-0.788, 0.124, -0.415)  0.406
H (-0.555, 0.951, 0.967)  0.269
H (-1.272, -1.603, 1.002)  0.555
H (0.409, -1.736, 0.881)  0.679
H (-0.160, -0.834, 2.306)  0.261
H (-1.039, -0.761, -3.052)  0.258
H (-0.561, -1.636, -1.736)  0.097
O (-0.390, -0.928, -2.366)  -0.603
H (-3.605, 0.047, -0.578)  0.196
H (-2.885, 1.025, 0.491)  0.103
O (-2.832, 0.162, 0.023)  -0.350
H (-2.654, -2.566, -1.231)  -0.082
H (-1.421, -3.416, -0.558)  0.125
O (-1.807, -2.554, -0.767)  0.158
H (-0.159, 2.487, 2.981)  0.290
H (-0.455, 3.663, 1.980)  0.286
O (-0.319, 2.713, 2.059)  -0.657
H (3.528, -2.139, 1.017)  0.269
H (2.830, -1.505, 2.202)  0.290
O (2.657, -1.852, 1.318)  -0.486

5.
Entry from the OMol25 dataset: a structure of composition C3NaO3 in a non-equilibrium geometry (ωB97M-V/def2-TZVPD).

## Properties
HOMO energy: -14.795 eV
Gap between HOMO and LUMO: 8.26 eV
Lowest unoccupied orbital energy: -0.2402 Eh
Charge: +1
Spin multiplicity: 1

Last column: Mulliken charge in e.
Geometry (Å):
O (-1.793, 0.318, -0.006)  -0.144
C (-0.513, 0.502, -0.396)  0.072
C (0.533, 1.212, -0.066)  -0.178
Na (2.999, 1.948, 0.543)  1.025
O (-1.578, -1.131, 0.115)  -0.051
O (0.598, -1.822, 0.009)  -0.386
C (-0.245, -1.027, -0.199)  0.662

6.
Entry from the OMol25 dataset: a structure of composition C10H11BCaClKNO12P in a non-equilibrium geometry (ωB97M-V/def2-TZVPD).

## Properties
HOMO energy: -11.051 eV
Gap between HOMO and LUMO: 1.44 eV
Lowest unoccupied orbital energy: -0.3533 Eh
Charge: +2
Spin multiplicity: 1

Last column: Mulliken charge in e.
Geometry (Å):
C (-0.322, -0.763, -0.548)  -0.492
N (1.057, -0.245, -0.200)  0.241
C (2.319, -0.716, -0.533)  0.084
P (2.534, -2.310, -1.619)  0.335
O (4.177, -2.917, -1.392)  -0.563
Cl (2.329, -1.593, -3.635)  -0.146
C (3.579, 0.212, 0.043)  -0.160
C (2.826, 1.084, 1.256)  -0.556
C (1.321, 1.040, 0.608)  -0.474
H (-0.544, -0.765, -1.717)  0.342
H (-0.584, -1.813, -0.081)  0.340
H (-1.099, 0.021, -0.095)  -0.157
H (4.119, -3.769, -0.859)  0.390
H (4.117, 0.901, -0.761)  0.323
H (4.281, -0.486, 0.711)  0.187
H (3.052, 0.549, 2.272)  0.251
H (3.209, 2.206, 1.281)  0.319
H (0.419, 1.508, 1.198)  0.392
H (1.428, 1.822, -0.288)  0.314
C (7.317, -0.618, 0.944)  0.565
O (8.250, -0.786, 0.123)  -0.712
O (6.184, -1.127, 0.479)  -0.449
O (7.291, -0.074, 2.071)  -0.697
H (6.628, -1.418, -0.343)  0.189
K (4.349, -2.140, 1.018)  1.030
B (-5.378, 1.101, 0.202)  1.114
O (-5.871, 0.268, -0.899)  -0.497
C (-7.195, 0.468, -0.975)  0.805
O (-7.923, -0.075, -1.790)  -0.963
C (-7.606, 1.405, 0.037)  0.638
O (-8.745, 1.798, 0.232)  -0.514
O (-6.543, 1.799, 0.753)  -0.416
O (-4.724, 0.281, 1.227)  -0.519
C (-3.462, 0.721, 1.330)  0.655
O (-2.636, 0.254, 2.097)  -0.588
C (-3.246, 1.807, 0.411)  0.641
O (-2.204, 2.425, 0.261)  -0.578
O (-4.371, 2.055, -0.274)  -0.491
Ca (-8.332, -2.104, -2.548)  1.816

7.
Entry from the OMol25 dataset: a cluster of 2 separate species, Br2ClHNP in total in a non-equilibrium geometry (ωB97M-V/def2-TZVPD).

## Properties
HOMO energy (alpha / beta): -9.757 / -9.760 eV
Gap between HOMO and LUMO (alpha / beta): 5.21 / 5.21 eV
Lowest unoccupied orbital energy (alpha / beta): -0.1672 / -0.1671 Eh
Spin multiplicity: 1
Energy relative to the best compared isomer or geometry (same formula, charge and spin): 62.9 kcal/mol

Last column: Mulliken charge in e.
Geometry (Å):
N (0.907, -1.339, 0.077)  -0.438
P (0.026, -0.097, 0.191)  0.528
Cl (0.814, 3.239, 0.185)  -0.395
Br (-1.552, -0.291, 1.856)  -0.004
Br (-1.506, 0.031, -1.472)  -0.009
H (1.311, -1.542, -0.837)  0.318